No. 1
80
Properties=species:S:1:pos:R:3 method="wB97M-V/def2-TZVPD" total_charge=-1 orbital_gap_ev="5.8176 / 6.7225" total_energy_ev=-362791.4227 spin_multiplicity=5
Mn -1.6368 -1.0537 -0.7864
C -3.6192 -0.3644 2.7175
Si -2.1236 -1.4842 2.7494
C -2.6843 -3.2647 2.8072
C -1.2284 -1.0889 4.3638
N -1.1595 -1.1778 1.3619
P 0.3918 -1.2310 0.9682
C 0.4910 -0.8382 -0.6854
P 0.3020 0.7121 -1.3489
N -1.2840 0.9585 -1.4691
Si -2.2726 1.9393 -2.4836
C -2.8753 1.0057 -3.9884
C -3.7305 2.5062 -1.4632
C -1.3624 3.4444 -3.1560
C 1.0591 0.7894 -3.0128
C 0.7953 -0.2790 -3.8712
C 1.2686 -0.2654 -5.1714
C 2.0178 0.8122 -5.6315
C 2.2900 1.8737 -4.7837
C 1.8107 1.8622 -3.4790
C 1.1622 2.0495 -0.4642
C 2.5329 1.9540 -0.2292
C 3.1961 2.9599 0.4513
C 2.4938 4.0722 0.9015
C 1.1279 4.1644 0.6861
C 0.4625 3.1496 0.0113
C 1.4032 -0.2114 2.0926
C 2.7243 -0.5293 2.3924
C 3.4689 0.2902 3.2293
C 2.8973 1.4333 3.7676
C 1.5834 1.7631 3.4621
C 0.8418 0.9452 2.6271
C 1.1279 -2.8841 1.1997
C 1.8051 -3.5047 0.1591
C 2.3556 -4.7676 0.3340
C 2.2307 -5.4187 1.5515
C 1.5507 -4.8050 2.5977
C 1.0039 -3.5462 2.4184
H -4.1742 -0.4455 3.6564
H -4.2863 -0.6162 1.8924
H -3.3129 0.6777 2.5936
H -3.3732 -3.4317 3.6394
H -1.8372 -3.9453 2.9230
H -3.1942 -3.5263 1.8770
H -1.8319 -1.4427 5.2036
H -1.0935 -0.0120 4.4813
H -0.2415 -1.5484 4.4440
H -3.5841 0.2197 -3.7246
H -2.0338 0.5370 -4.5047
H -3.3575 1.6946 -4.6883
H -4.2517 1.6423 -1.0443
H -4.4404 3.0672 -2.0756
H -3.4163 3.1419 -0.6319
H -0.6318 3.1409 -3.9084
H -0.8355 4.0116 -2.3862
H -2.0786 4.1156 -3.6365
H 0.2240 -1.1309 -3.5120
H 1.0525 -1.0993 -5.8275
H 2.3888 0.8222 -6.6492
H 2.8728 2.7154 -5.1374
H 2.0145 2.7037 -2.8286
H 3.0774 1.0853 -0.5832
H 4.2590 2.8765 0.6394
H 3.0131 4.8605 1.4325
H 0.5784 5.0248 1.0478
H -0.6088 3.1976 -0.1432
H 3.1647 -1.4281 1.9784
H 4.4937 0.0320 3.4664
H 3.4787 2.0708 4.4227
H 1.1413 2.6611 3.8752
H -0.1869 1.1897 2.3881
H 1.8854 -2.9936 -0.7924
H 2.8699 -5.2460 -0.4898
H 2.6516 -6.4078 1.6846
H 1.4437 -5.3130 3.5481
H 0.4706 -3.0725 3.2339
Se -4.1613 -1.1281 -1.0168
Se -4.4079 -3.4563 -0.9149
Se -3.1128 -4.0357 -2.7587
Se -1.0452 -3.1794 -1.9991

=====

No. 2
84
Properties=species:S:1:pos:R:3 method="wB97M-V/def2-TZVPD" orbital_gap_ev="5.8112 / 7.0589" total_energy_ev=-74891.9124 spin_multiplicity=5
Rh -0.2605 -0.0161 -0.0555
N 2.4286 -1.3986 3.1528
C 1.8044 -0.8966 2.0339
S 0.0511 -0.9267 2.0690
N 2.5507 -0.4185 1.0920
N 1.8446 -0.0177 -0.0020
C 2.4442 0.6604 -0.9893
C 3.8973 0.9334 -1.0161
C 4.8261 -0.0782 -0.7693
C 6.1852 0.1831 -0.8262
C 6.6421 1.4612 -1.1212
C 5.7280 2.4770 -1.3586
C 4.3673 2.2135 -1.3067
C 1.5862 1.0843 -2.0489
C 2.0484 1.4638 -3.3310
C 1.1530 1.8475 -4.2903
C -0.2279 1.8442 -4.0034
C -0.6293 1.4189 -2.7646
N 0.2392 1.0574 -1.8064
H 1.8729 -2.0028 3.7338
H 3.3854 -1.6827 3.0173
H 4.4731 -1.0689 -0.5197
H 6.8926 -0.6142 -0.6362
H 7.7046 1.6639 -1.1621
H 6.0730 3.4789 -1.5805
H 3.6559 3.0110 -1.4853
H 3.1076 1.4324 -3.5429
H 1.5056 2.1316 -5.2734
H -0.9615 2.1449 -4.7371
H -1.6736 1.3518 -2.4849
O -1.6067 -1.0377 -0.5239
C -3.6057 5.1263 1.0567
N -2.7222 4.1237 0.4915
C -2.4991 4.2634 -0.9402
P -2.2635 2.7382 1.2817
O -1.8540 1.7161 0.2795
N -1.0562 3.0384 2.3801
C -1.2515 4.1324 3.3216
C 0.3149 2.9354 1.8934
N -3.5611 2.3551 2.2428
C -4.8020 2.0944 1.5113
C -3.3372 1.3605 3.2970
H -3.1992 6.1255 0.8778
H -3.7166 4.9840 2.1280
H -4.6034 5.0828 0.6036
H -2.2042 5.2923 -1.1604
H -3.4053 4.0359 -1.5144
H -1.7079 3.5951 -1.2671
H -2.2677 4.1161 3.7132
H -1.0645 5.1125 2.8647
H -0.5633 4.0077 4.1591
H 0.4641 1.9723 1.4123
H 0.9920 2.9834 2.7467
H 0.5741 3.7387 1.1923
H -4.9127 2.7923 0.6834
H -5.6499 2.2198 2.1866
H -4.8183 1.0780 1.1056
H -2.4601 1.6214 3.8824
H -3.1906 0.3571 2.8835
H -4.2113 1.3467 3.9497
N 3.2577 -7.7253 -0.7933
C 3.2361 -9.0750 -0.5143
C 4.1287 -10.1078 -0.7812
C 3.7685 -11.3665 -0.3405
C 2.5614 -11.5882 0.3419
C 1.6815 -10.5573 0.6019
C 2.0273 -9.2792 0.1644
N 1.3412 -8.0839 0.2880
C 2.0973 -7.1927 -0.2892
C 1.7662 -5.7668 -0.4048
C 0.5421 -5.3051 0.0659
C 0.2372 -3.9603 -0.0497
N 1.0555 -3.0633 -0.5999
C 2.2215 -3.5103 -1.0454
C 2.6287 -4.8331 -0.9742
H 3.9763 -7.2290 -1.2870
H 5.0594 -9.9399 -1.3075
H 4.4310 -12.2019 -0.5254
H 2.3209 -12.5916 0.6682
H 0.7499 -10.7224 1.1263
H -0.1549 -5.9988 0.5151
H -0.7081 -3.5762 0.3173
H 2.8805 -2.7696 -1.4917
H 3.6031 -5.0975 -1.3648